# 1
{
  "formula": "C6H8O2",
  "method": "wB97M-V/def2-TZVPD",
  "elements": ["C", "C", "C", "C", "O", "O", "C", "C", "H", "H", "H", "H", "H", "H", "H", "H"],
  "xyz": [[0.986, 1.095, -0.545], [-0.135, -0.758, -1.200], [1.185, 0.860, 0.919], [-1.379, -1.309, -1.795], [0.064, 0.525, -1.304], [1.428, 2.127, 1.533], [0.049, 0.181, 1.550], [-0.898, -0.375, 2.033], [1.538, 1.995, 2.482], [1.348, 2.027, -0.950], [0.468, -1.372, -0.549], [2.074, 0.215, 1.058], [-1.707, -0.656, -2.605], [-1.215, -2.313, -2.187], [-2.183, -1.360, -1.052], [-1.622, -0.883, 2.612]],
  "forces_ev_per_angstrom": [[0.567, 1.506, 0.164], [-1.106, -2.025, -0.248], [0.361, -0.521, 0.017], [0.176, 0.279, 0.086], [0.432, 0.501, -0.172], [0.005, 0.021, -0.279], [-0.388, -0.197, -0.142], [0.453, 0.135, 0.340], [0.010, -0.085, -0.094], [-0.115, 0.126, 0.131], [0.300, 0.268, 0.081], [-0.142, 0.144, 0.226], [-0.087, -0.055, -0.028], [-0.015, 0.028, 0.023], [-0.119, -0.032, -0.049], [-0.333, -0.092, -0.057]],
  "mulliken_charge": [-0.501, -0.161, 0.353, -0.980, -0.306, -0.514, -0.708, 0.120, 0.315, 0.409, 0.507, 0.200, 0.296, 0.321, 0.190, 0.462],
  "orbital_gap_ev": [8.309, 7.591],
  "charge": 0,
  "e_above_lowest_kj_mol": 578.1,
  "homo_energy_ev": [-7.44, -6.90]
}


# 2
{
  "formula": "C6H8O2",
  "method": "wB97M-V/def2-TZVPD",
  "elements": ["C", "C", "C", "C", "C", "C", "O", "O", "H", "H", "H", "H", "H", "H", "H", "H"],
  "xyz": [[-2.459, 0.933, 0.181], [2.177, 0.938, -0.237], [-0.894, -0.858, -0.369], [1.092, -0.076, -0.117], [-0.135, -1.918, 0.122], [1.171, -1.418, 0.226], [-0.082, 0.193, -0.726], [-1.999, -0.386, 0.382], [-0.512, -2.860, 0.464], [2.062, -1.971, 0.452], [-2.571, 1.230, -0.870], [-3.461, 0.981, 0.644], [-1.762, 1.627, 0.665], [3.120, 0.432, -0.465], [1.985, 1.634, -1.041], [2.269, 1.520, 0.689]],
  "forces_ev_per_angstrom": [[-0.371, 0.377, -0.110], [0.184, -0.298, 0.048], [-0.661, 0.510, 2.136], [2.139, -1.164, -1.387], [-1.040, 0.584, -0.872], [-0.039, 1.269, -0.327], [-0.688, 0.140, 1.908], [0.156, -1.457, -1.652], [-0.188, -0.100, 0.129], [0.158, 0.110, 0.351], [0.134, -0.261, 0.076], [0.596, 0.016, -0.082], [-0.264, 0.048, -0.070], [-0.015, 0.207, 0.240], [-0.180, 0.170, -0.231], [0.078, -0.152, -0.158]],
  "mulliken_charge": [-0.595, -1.196, 0.317, 0.395, -0.535, -0.338, -0.257, -0.310, 0.433, 0.428, 0.280, 0.249, 0.234, 0.312, 0.314, 0.269],
  "orbital_gap_ev": 8.497,
  "charge": 0,
  "smiles": "COc1ccc(C)o1",
  "e_above_lowest_kj_mol": 265.2,
  "homo_energy_ev": -7.58
}


# 3
{
  "formula": "C6H8O2",
  "method": "wB97M-V/def2-TZVPD",
  "elements": ["C", "C", "C", "C", "C", "O", "C", "O", "H", "H", "H", "H", "H", "H", "H", "H"],
  "xyz": [[0.302, -0.070, 1.029], [1.677, -0.552, 0.623], [-1.087, -1.114, 0.205], [-1.834, -0.031, -0.700], [0.059, 1.639, -1.294], [-2.234, -0.484, 0.624], [-0.713, 0.769, -0.691], [-0.732, -2.255, 0.056], [-2.461, -0.295, -1.538], [0.243, 0.986, 1.287], [-0.047, -0.588, 1.927], [1.630, -1.596, 0.310], [2.109, 0.030, -0.192], [2.368, -0.486, 1.468], [1.131, 1.679, -1.170], [-0.412, 2.369, -1.945]],
  "forces_ev_per_angstrom": [[-0.300, -0.026, -0.328], [-0.033, 0.015, 0.011], [0.071, 0.198, -0.079], [-0.361, -0.293, 0.178], [-0.029, -0.078, 0.124], [0.388, 0.107, -0.267], [0.335, -0.152, 0.250], [-0.009, 0.329, 0.048], [0.063, 0.004, 0.042], [0.014, 0.010, -0.016], [0.005, -0.016, -0.028], [-0.024, 0.029, 0.010], [-0.019, -0.010, 0.018], [-0.043, -0.007, -0.047], [-0.032, -0.037, 0.041], [-0.024, -0.074, 0.044]],
  "mulliken_charge": [-0.909, -0.929, 0.894, -0.431, -0.835, -0.364, 0.480, -0.610, 0.414, 0.513, 0.408, 0.277, 0.248, 0.322, 0.244, 0.279],
  "orbital_gap_ev": 8.152,
  "charge": 0,
  "e_above_lowest_kj_mol": 624.0,
  "homo_energy_ev": -8.30
}


# 4
{
  "formula": "C6H8O2S",
  "method": "wB97M-V/def2-TZVPD",
  "elements": ["C", "C", "C", "C", "C", "C", "O", "O", "S", "H", "H", "H", "H", "H", "H", "H", "H"],
  "xyz": [[-4.361, 0.548, -0.639], [-3.425, 0.055, -0.030], [1.699, 0.494, -0.625], [0.735, 0.468, 0.303], [3.112, -0.115, -0.430], [-2.443, -0.459, 0.802], [3.618, -0.081, 0.836], [-1.673, -1.536, 0.471], [-0.719, 1.366, 0.288], [-5.299, 0.675, -0.957], [1.501, 0.963, -1.630], [0.889, -0.078, 1.162], [2.850, -1.180, -0.697], [3.664, 0.238, -1.249], [-2.554, -0.412, 1.873], [4.041, 0.717, 1.110], [-1.635, -1.664, -0.588]],
  "forces_ev_per_angstrom": [[3.903, -1.678, 2.132], [-2.108, 1.043, -1.221], [0.047, 0.753, -0.739], [0.293, 0.400, -1.546], [-3.801, -1.391, -1.043], [3.560, 0.274, -0.439], [0.338, -1.233, 1.051], [-0.721, -0.360, -3.362], [-2.020, -0.421, 0.111], [-2.814, 0.821, -1.370], [0.212, -0.308, 1.151], [0.633, -1.087, 2.041], [0.930, 0.550, 0.502], [1.583, 0.710, -0.701], [-0.028, 0.288, 0.076], [0.184, 0.979, -0.255], [-0.190, 0.660, 3.610]],
  "mulliken_charge": [-0.107, -0.278, -0.064, -0.475, -0.534, -0.251, -0.484, -0.447, -0.189, 0.495, 0.300, 0.385, 0.230, 0.389, 0.362, 0.307, 0.362],
  "orbital_gap_ev": [6.658, 6.798],
  "charge": 0,
  "e_above_lowest_kj_mol": 413.2,
  "homo_energy_ev": [-7.57, -7.63]
}


# 5
{
  "formula": "C6H8O3",
  "method": "wB97M-V/def2-TZVPD",
  "elements": ["O", "C", "O", "O", "C", "H", "H", "C", "C", "H", "H", "H", "C", "C", "H", "H", "H"],
  "xyz": [[0.014, 0.526, 0.929], [1.147, -0.230, 0.711], [1.048, -1.251, 0.003], [2.173, 0.247, 1.240], [-1.249, 0.069, 0.401], [-1.071, -0.328, -0.609], [-1.855, 0.985, 0.340], [-2.994, -0.601, 2.069], [-1.934, -0.950, 1.254], [-3.824, -0.060, 1.597], [-3.280, -1.286, 2.875], [-1.325, -1.816, 1.544], [-2.844, 2.849, 2.543], [-2.800, 1.687, 3.230], [-3.787, 3.235, 2.124], [-1.967, 3.295, 2.040], [-1.752, 1.415, 3.482]],
  "forces_ev_per_angstrom": [[-1.138, 0.150, 0.251], [1.073, -0.178, -0.167], [-0.312, -0.386, -0.212], [-0.171, 0.031, 0.045], [0.263, 0.096, -1.124], [0.057, 0.128, 0.098], [0.046, -0.309, 0.084], [-0.356, -1.939, -2.454], [-0.198, 0.753, 2.450], [0.700, 0.556, 0.907], [-0.014, 0.277, -0.214], [0.104, 0.472, -0.003], [0.087, -0.473, -0.788], [-0.004, 0.407, 0.867], [-0.048, 0.055, 0.195], [0.043, 0.252, 0.338], [-0.133, 0.108, -0.272]],
  "mulliken_charge": [-0.319, 0.594, -0.743, -0.774, -0.400, 0.347, 0.292, -0.946, -0.193, 0.338, 0.302, 0.306, -0.827, -0.468, 0.169, 0.303, 0.019],
  "orbital_gap_ev": [5.934, 5.935],
  "charge": -2,
  "homo_energy_ev": [0.93, 0.93]
}


# 6
{
  "formula": "C6H8O3S",
  "method": "wB97M-V/def2-TZVPD",
  "elements": ["C", "C", "C", "C", "C", "C", "O", "O", "O", "S", "H", "H", "H", "H", "H", "H", "H", "H"],
  "xyz": [[-2.175, -0.211, 0.503], [-1.230, 0.685, 0.201], [-3.061, -1.090, 0.808], [0.302, -0.767, -0.811], [1.737, -0.929, -0.863], [-1.546, 2.149, 0.528], [-3.901, -1.933, 0.976], [1.627, -0.459, 1.597], [-0.061, 0.520, -0.346], [2.502, -1.174, 0.731], [2.137, -2.486, 0.837], [0.038, -0.861, -1.819], [-0.111, -1.445, -0.119], [2.138, -1.533, -1.574], [2.156, 0.040, -1.171], [-1.659, 2.716, -0.367], [-0.671, 2.460, 1.167], [-2.450, 2.290, 1.185]],
  "forces_ev_per_angstrom": [[-0.358, -1.812, 0.226], [-2.757, 1.290, 1.200], [-0.537, -0.734, -0.742], [-0.494, 0.149, 0.793], [2.139, 2.981, 1.486], [0.941, -0.725, 2.137], [1.726, 1.860, 0.012], [-1.950, 1.994, 2.913], [0.808, 0.662, -0.706], [2.010, -1.662, -1.739], [-0.033, -0.364, -0.209], [-1.511, -0.367, -1.357], [-1.007, -1.277, 0.321], [0.674, -2.402, -2.036], [-0.016, 0.104, 0.155], [0.221, 0.602, -0.596], [-0.705, 0.287, -0.921], [0.850, -0.586, -0.935]],
  "mulliken_charge": [0.023, 0.155, 0.841, -0.566, -0.962, -1.272, -0.554, -0.517, -0.230, 0.298, 0.103, 0.381, 0.430, 0.621, 0.302, 0.318, 0.312, 0.319],
  "orbital_gap_ev": 8.822,
  "charge": 0,
  "e_above_lowest_kj_mol": 361.8,
  "homo_energy_ev": -8.44
}


# 7
{
  "formula": "C6H8O4PbS",
  "method": "wB97M-V/def2-TZVPD",
  "elements": ["Pb", "O", "C", "C", "O", "C", "O", "C", "O", "H", "H", "C", "S", "C", "H", "H", "H", "H", "H", "H"],
  "xyz": [[-1.094, -0.077, -0.884], [-1.329, -3.376, -0.636], [-1.287, -2.252, -0.764], [-0.943, 2.096, -1.123], [-0.780, 3.245, -1.124], [-2.805, 0.166, 0.429], [-3.621, 0.305, 1.204], [0.507, -0.306, -2.396], [1.441, -0.436, -3.045], [-2.415, -0.471, -2.425], [-2.344, 0.328, -2.480], [1.464, 1.035, 2.490], [0.687, 0.399, 1.076], [1.776, -0.831, 0.459], [0.830, 1.866, 2.857], [2.424, 1.357, 2.099], [1.483, 0.171, 3.145], [2.262, -1.175, 1.376], [1.259, -1.685, -0.032], [2.484, -0.358, -0.226]],
  "forces_ev_per_angstrom": [[3.204, 0.282, 3.188], [0.502, 2.119, 0.168], [-1.678, -8.602, -0.316], [0.505, 10.936, -1.265], [-0.465, -5.252, 0.291], [-7.365, 1.064, 4.769], [2.175, -0.335, -1.465], [6.195, -0.848, -7.103], [-2.498, 0.357, 2.478], [-0.690, 1.281, -1.069], [-0.924, -1.303, -0.907], [0.256, 0.333, 0.380], [-2.180, 0.695, -0.703], [0.731, -0.540, -0.046], [0.605, -0.500, -0.024], [0.326, 0.307, 0.836], [0.441, 0.419, 0.692], [0.336, -0.478, -0.492], [0.333, 0.489, 0.431], [0.191, -0.423, 0.159]],
  "mulliken_charge": [1.091, -0.026, 0.079, 0.123, -0.074, 0.084, -0.026, 0.121, -0.061, 0.171, 0.183, -1.052, 0.316, -1.061, 0.361, 0.369, 0.380, 0.385, 0.326, 0.314],
  "orbital_gap_ev": 6.827,
  "charge": 2,
  "homo_energy_ev": -16.03
}


no.,electronic energy (hartree)
1,-383.6899
2,-383.8091
3,-383.6724
4,-781.8862
5,-458.9783
6,-857.1833
7,-1124.4380